Formula: C81H168F24N7O18P3S8
Source: the Open Molecules 2025 dataset
Level of theory: ωB97M-V with the def2-TZVPD basis set

```
309
Properties=species:S:1:pos:R:3:forces:R:3:lowdin_charge:R:1
C -2.853 11.176 3.484 -1.0 1.1 -0.2 -0.1088
C -2.779 10.087 2.480 0.5 -0.7 -1.0 -0.2576
C -2.122 8.817 2.967 -0.6 -0.3 0.6 -0.2495
C -0.681 9.001 3.383 0.2 -0.4 -0.8 -0.2522
P -0.044 7.739 4.475 0.0 -0.4 -0.2 0.9731
C -0.610 6.164 3.868 1.1 -0.4 -1.5 -0.2488
C 0.165 4.898 4.387 -1.1 0.8 -0.8 -0.2042
C -0.523 3.614 3.918 -1.2 0.5 2.0 -0.2707
C 0.235 2.439 4.414 0.9 -0.6 1.1 -0.1150
C -0.731 8.038 6.110 -0.6 0.1 -1.4 -0.2637
C -0.356 9.439 6.611 0.0 -0.9 1.9 -0.2201
C -0.571 9.420 8.171 1.3 0.0 -0.9 -0.2701
C -0.193 10.724 8.801 -0.3 1.2 1.0 -0.1295
C 1.750 7.894 4.444 -0.3 -1.3 -0.4 -0.2528
C 2.474 7.479 3.139 0.6 -1.6 -0.1 -0.2221
C 3.995 7.708 3.291 -0.8 2.8 0.2 -0.2798
C 4.710 7.501 1.980 0.7 -1.4 -0.3 -0.1100
H -3.427 10.934 4.366 -0.4 -0.3 0.2 0.0794
H -3.353 12.006 2.977 0.0 0.2 0.4 0.0890
H -1.933 11.561 3.856 1.1 0.2 0.0 0.0542
H -2.288 10.431 1.560 0.1 0.0 0.2 0.1277
H -3.774 9.816 2.158 -0.5 0.0 -0.1 0.1163
H -2.218 8.015 2.253 0.2 -0.1 -0.5 0.0826
H -2.725 8.453 3.794 -0.2 0.0 0.6 0.1068
H -0.524 9.960 3.842 0.2 0.5 0.3 0.0834
H -0.090 8.952 2.463 0.3 0.1 0.1 0.1011
H -0.286 6.233 2.806 -0.2 0.0 0.3 0.0745
H -1.716 6.167 3.750 0.7 -0.4 0.8 0.1073
H 0.219 4.907 5.448 -0.1 -0.1 1.2 0.0940
H 1.213 4.952 4.060 -0.3 -0.1 -0.3 0.0967
H -0.576 3.587 2.867 -0.3 0.2 -1.3 0.0474
H -1.556 3.574 4.403 1.0 0.2 -1.0 0.1499
H 1.299 2.570 4.185 -0.1 -0.4 -0.2 0.0654
H -0.140 1.471 4.101 0.0 -0.1 -0.4 0.0562
H 0.175 2.381 5.500 0.0 0.1 0.2 0.0847
H -0.531 7.230 6.813 0.3 0.1 0.0 0.1039
H -1.793 7.909 5.793 0.3 0.4 0.8 0.1074
H -0.978 10.223 6.168 0.2 -0.1 0.0 0.1119
H 0.714 9.629 6.423 -0.4 0.2 0.0 0.1056
H 0.069 8.645 8.653 -0.6 0.2 -0.6 0.1216
H -1.603 9.194 8.347 -0.6 -0.3 0.3 0.1042
H 0.866 10.992 8.665 -0.3 -0.3 0.1 0.0820
H -0.450 10.729 9.883 0.5 -0.1 -0.6 0.0883
H -0.776 11.563 8.412 0.0 -0.1 -0.2 0.0757
H 2.117 7.319 5.309 0.1 0.1 -0.3 0.1152
H 1.884 8.923 4.678 0.5 1.0 0.1 0.0782
H 2.153 7.937 2.188 -0.3 0.2 0.7 0.1159
H 2.351 6.362 2.929 -0.1 1.3 0.4 0.1048
H 4.352 7.174 4.157 0.5 -0.8 0.0 0.0923
H 4.172 8.768 3.628 -0.4 -0.6 -0.4 0.1236
H 4.680 6.405 1.837 0.1 0.4 -0.6 0.0445
H 5.763 7.800 1.961 -0.1 0.0 0.4 0.0760
H 4.280 7.985 1.088 -0.3 -0.2 0.6 0.0927
C 11.368 -0.922 3.711 0.6 -0.5 1.2 -0.1100
C 10.341 -1.446 2.756 0.0 0.7 -1.2 -0.2604
C 9.878 -0.396 1.722 -0.2 0.0 0.1 -0.2176
C 9.060 0.621 2.491 1.1 1.0 0.9 -0.3160
P 8.137 1.885 1.694 0.1 1.2 -1.2 0.9798
C 9.215 2.987 0.733 0.6 -0.2 0.4 -0.2529
C 10.257 3.744 1.580 -0.9 -1.0 0.8 -0.2487
C 11.346 4.495 0.821 -1.0 -0.4 -0.3 -0.2563
C 12.493 3.559 0.532 0.7 -0.7 0.7 -0.1078
C 7.142 1.077 0.432 0.0 -0.7 1.9 -0.2292
C 6.417 -0.146 1.040 -0.7 -1.1 -2.0 -0.2284
C 5.007 0.054 1.652 1.0 0.6 1.7 -0.2408
C 3.959 0.620 0.688 0.5 0.4 0.3 -0.0814
C 7.281 2.777 2.976 0.2 -0.4 0.4 -0.2758
C 6.179 3.683 2.464 -0.7 0.1 -0.6 -0.2289
C 5.375 4.116 3.674 0.5 0.8 0.4 -0.2654
C 4.518 3.093 4.365 -1.1 -0.2 0.1 -0.0960
H 11.034 -0.100 4.356 -0.1 -0.3 -0.1 0.0686
H 12.247 -0.553 3.188 0.2 -0.1 -0.1 0.0801
H 11.680 -1.766 4.380 -0.1 0.9 -0.5 0.0987
H 9.484 -1.873 3.288 0.0 0.0 -0.2 0.1187
H 10.798 -2.187 2.131 0.2 -1.0 0.1 0.1059
H 9.264 -0.864 0.960 -0.5 -0.3 0.0 0.1009
H 10.686 0.023 1.089 0.0 0.1 0.9 0.1292
H 9.655 1.163 3.270 -0.1 -0.4 -0.7 0.1130
H 8.322 0.134 3.098 -0.5 -0.6 0.4 0.0899
H 8.611 3.623 0.100 -0.3 0.4 0.0 0.1067
H 9.739 2.343 0.038 0.2 -0.4 -0.3 0.0902
H 10.752 2.967 2.224 -0.3 0.7 -0.4 0.1089
H 9.667 4.372 2.262 0.4 0.2 -0.1 0.1049
H 11.616 5.297 1.470 0.6 0.7 0.3 0.1006
H 10.944 4.952 -0.102 0.1 -0.2 0.3 0.1243
H 12.783 3.002 1.465 -0.1 0.6 -0.7 0.0887
H 13.379 4.083 0.174 -0.1 -0.1 -0.1 0.0790
H 12.217 2.768 -0.173 0.0 0.2 -0.2 0.0719
H 7.993 0.876 -0.206 -0.2 -0.8 -0.7 0.0916
H 6.432 1.666 -0.080 -0.5 1.1 -0.6 0.0869
H 7.070 -0.613 1.758 0.0 -0.5 0.1 0.0714
H 6.262 -0.877 0.173 0.4 0.7 1.1 0.1442
H 5.106 0.738 2.562 -0.2 -0.7 -1.0 0.1002
H 4.757 -0.932 2.122 -0.1 0.7 -0.7 0.1001
H 3.820 1.719 0.815 -0.2 -1.0 0.3 0.0590
H 3.022 0.069 0.825 0.0 0.4 -0.3 0.0701
H 4.338 0.524 -0.331 -0.4 -0.3 -0.2 0.0732
H 8.016 3.295 3.624 -0.2 0.1 -0.6 0.1215
H 6.873 2.029 3.670 -0.1 -0.1 -0.3 0.0942
H 5.556 3.231 1.658 0.2 -0.2 0.7 0.1154
H 6.561 4.562 1.946 0.4 0.2 0.2 0.1135
H 4.733 4.958 3.453 -0.2 0.2 -0.4 0.0802
H 6.116 4.521 4.362 0.1 0.1 0.3 0.1164
H 4.969 2.136 4.627 0.3 0.1 0.0 0.0612
H 3.697 2.874 3.670 -0.1 -0.1 0.3 0.0637
H 4.095 3.515 5.303 0.2 -0.3 -0.6 0.0936
C -0.759 0.210 -7.946 -1.4 0.1 1.3 -0.0690
C -1.792 -0.810 -8.438 1.5 0.2 -1.3 -0.2699
C -1.694 -2.108 -7.676 -0.8 -0.6 0.0 -0.2409
C -2.844 -3.056 -8.164 0.6 0.9 -0.8 -0.2588
P -2.294 -4.732 -8.407 2.2 1.5 -1.2 1.0001
C -1.214 -4.866 -9.937 -0.6 0.8 0.5 -0.2280
C -0.105 -3.843 -10.177 0.8 0.9 0.5 -0.2491
C 0.620 -4.081 -11.525 0.5 0.8 0.4 -0.2358
C 1.724 -2.993 -11.796 0.3 -0.9 0.9 -0.0889
C -1.467 -5.159 -6.877 -0.1 -1.2 0.2 -0.2295
C -0.664 -6.482 -7.076 -1.3 0.3 -0.6 -0.2420
C 0.788 -6.241 -7.346 0.7 -1.4 0.2 -0.2649
C 1.474 -7.614 -7.593 -0.8 -0.5 0.7 -0.0861
C -3.734 -5.673 -8.737 -2.0 -0.7 -0.1 -0.2707
C -3.757 -6.794 -9.793 -1.3 1.0 -0.7 -0.2110
C -4.955 -6.781 -10.798 0.4 0.1 -0.7 -0.2276
C -5.023 -5.565 -11.765 -0.8 0.1 1.4 -0.1009
H -0.971 0.262 -6.873 0.4 0.1 0.2 0.0687
H -0.953 1.228 -8.254 0.1 0.1 -0.6 0.0721
H 0.285 -0.036 -8.046 0.3 -0.3 -0.4 0.0594
H -1.694 -0.972 -9.531 0.3 -0.2 0.4 0.1076
H -2.792 -0.449 -8.380 -0.8 0.6 0.5 0.0997
H -1.763 -1.910 -6.601 -0.3 0.0 0.0 0.1170
H -0.720 -2.584 -7.760 0.0 0.1 -0.4 0.0589
H -3.251 -2.684 -9.113 0.5 -0.1 -0.3 0.1038
H -3.761 -3.034 -7.608 -0.3 -0.2 1.1 0.0964
H -1.936 -4.849 -10.764 0.1 0.0 0.1 0.0922
H -0.743 -5.836 -9.949 -0.1 -0.6 0.1 0.0887
H 0.623 -3.893 -9.351 -0.2 -0.1 -0.2 0.0846
H -0.454 -2.776 -10.130 0.0 -1.0 -0.3 0.1144
H -0.156 -3.967 -12.264 -0.2 -0.1 -0.7 0.0928
H 1.027 -5.108 -11.640 -0.2 0.5 0.3 0.1167
H 2.137 -3.099 -12.811 -0.3 0.2 0.4 0.0715
H 2.586 -3.073 -11.074 -0.8 -0.2 -0.6 0.0816
H 1.319 -1.991 -11.626 -0.1 -0.1 -0.3 0.0672
H -2.351 -5.290 -6.258 -0.1 -0.3 0.5 0.0949
H -0.909 -4.361 -6.382 0.2 0.1 -0.5 0.0896
H -1.132 -7.006 -7.951 0.4 0.1 0.6 0.1034
H -0.767 -7.186 -6.252 -0.1 0.2 0.2 0.1181
H 1.226 -5.751 -6.470 0.1 0.0 -0.2 0.1010
H 0.941 -5.590 -8.205 0.0 0.0 0.0 0.0854
H 1.521 -8.290 -6.688 -0.2 0.9 -0.7 0.0946
H 2.470 -7.469 -7.926 1.1 0.1 -0.2 0.0496
H 0.978 -8.211 -8.380 0.0 0.4 0.2 0.0761
H -4.537 -4.924 -8.939 0.6 -0.4 0.0 0.1119
H -4.010 -6.119 -7.787 -0.2 0.0 0.3 0.0999
H -3.658 -7.736 -9.299 0.0 -0.7 0.2 0.1040
H -2.955 -6.672 -10.473 1.2 -0.1 -0.4 0.0674
H -5.945 -7.048 -10.427 0.1 0.3 0.5 0.1057
H -4.731 -7.564 -11.524 0.0 -0.5 0.3 0.1038
H -5.202 -4.570 -11.311 0.0 -0.5 0.0 0.0725
H -5.826 -5.762 -12.470 -0.1 0.2 -0.1 0.0752
H -4.122 -5.507 -12.323 1.0 0.1 -0.6 0.0530
C -8.741 -5.816 1.390 -0.7 1.2 -1.1 -0.0336
C -8.722 -4.359 1.900 -0.9 -0.1 -0.2 -0.1551
N -7.604 -4.023 2.826 -1.3 0.9 1.2 -0.2541
C -7.709 -2.537 3.129 0.7 -0.3 1.1 0.0376
C -7.889 -4.784 4.099 0.4 -1.0 0.2 -0.1760
C -7.089 -4.474 5.327 -0.1 0.2 0.5 -0.0531
C -6.307 -4.405 2.288 1.6 0.9 0.3 -0.1191
C -5.853 -3.852 0.957 1.3 0.1 0.2 -0.1818
O -5.726 -2.456 0.775 -0.2 -0.5 1.0 -0.1738
C -5.886 -2.082 -0.573 -0.9 -0.2 0.2 -0.0844
H -9.477 -5.796 0.568 -0.1 -0.3 0.6 0.1016
H -8.941 -6.633 2.075 -0.3 0.4 0.3 0.0846
H -7.859 -6.080 0.855 1.0 -0.1 -0.3 0.0549
H -9.659 -4.096 2.400 0.2 -0.4 0.5 0.1371
H -8.770 -3.542 1.179 0.6 -0.5 -0.8 0.1279
H -8.694 -2.343 3.570 0.3 0.0 -0.2 0.1244
H -7.563 -1.948 2.253 -0.1 0.1 -0.8 0.0644
H -6.883 -2.268 3.815 -0.6 -0.3 -0.2 0.1016
H -7.734 -5.856 3.909 -0.2 0.4 -0.5 0.1294
H -8.922 -4.634 4.368 -0.5 0.1 -0.4 0.1342
H -6.038 -4.316 5.135 0.4 -0.1 0.1 0.0528
H -7.228 -5.356 5.961 0.3 0.3 0.1 0.1028
H -7.498 -3.624 5.872 0.2 0.1 -0.1 0.0904
H -6.326 -5.462 2.152 0.0 -0.8 -0.1 0.1126
H -5.497 -4.217 3.011 -0.6 0.2 0.2 0.1216
H -6.454 -4.255 0.191 -0.9 -0.5 -1.1 0.1050
H -4.850 -4.319 0.867 -0.3 0.1 -0.2 0.1416
H -5.204 -2.610 -1.220 0.5 -0.2 -0.3 0.0870
H -5.741 -1.028 -0.587 0.3 0.9 -0.2 0.0665
H -6.913 -2.253 -0.926 0.1 -0.1 0.1 0.1065
C 0.124 -6.196 -0.230 1.7 -0.7 -0.1 -0.0421
C 0.197 -5.298 0.951 -1.7 -0.2 2.1 -0.1770
N 1.426 -5.349 1.827 -1.1 0.2 -0.1 -0.2859
C 1.560 -6.700 2.371 -0.1 -1.5 -0.3 0.0218
C 2.621 -4.927 1.085 0.9 0.7 -0.7 -0.1439
C 2.446 -3.716 0.156 0.9 -0.5 -0.1 -0.0389
C 1.144 -4.512 3.026 0.3 2.6 0.2 -0.0987
C 2.296 -4.345 4.029 -1.0 0.3 0.3 -0.1712
O 3.119 -3.238 3.751 -0.4 0.6 -0.6 -0.1807
C 2.576 -1.936 4.036 0.8 0.1 1.7 -0.0613
H 1.063 -6.105 -0.781 -0.4 0.0 -0.6 0.0855
H -0.720 -5.844 -0.778 -0.4 0.0 -0.8 0.0900
H 0.016 -7.270 -0.005 -0.2 0.5 0.2 0.0978
H -0.642 -5.640 1.633 0.8 0.9 -0.5 0.1489
H 0.071 -4.235 0.724 -0.1 -0.3 -0.2 0.1115
H 0.611 -6.996 2.872 0.7 0.3 -0.3 0.1314
H 2.391 -6.727 3.073 -0.1 -0.2 -0.2 0.1086
H 1.754 -7.373 1.527 0.0 0.0 0.4 0.1156
H 3.010 -5.760 0.504 -0.2 -0.2 0.0 0.1379
H 3.352 -4.687 1.842 0.4 0.0 0.1 0.1195
H 3.464 -3.474 -0.217 -0.6 0.0 0.3 0.1038
H 2.023 -2.848 0.647 0.1 0.1 0.1 0.0581
H 1.870 -3.934 -0.740 -0.2 -0.1 0.0 0.0656
H 0.272 -4.941 3.440 -0.8 -0.5 0.9 0.0791
H 0.816 -3.455 2.784 0.4 -1.3 -0.4 0.1274
H 2.925 -5.209 4.079 0.6 -0.4 -0.1 0.1108
H 1.856 -4.270 5.031 -0.2 0.2 -0.1 0.1473
H 1.562 -1.646 3.705 0.6 -0.6 -0.3 0.0769
H 3.348 -1.236 3.726 -0.3 0.1 -0.6 0.0656
H 2.602 -1.772 5.133 -0.4 -0.4 -0.2 0.1028
C -1.915 0.967 -3.305 1.5 -0.1 -1.2 -0.0970
C -2.644 0.680 -2.057 -2.4 0.3 0.9 -0.2437
C -1.751 0.851 -0.863 0.4 -0.6 0.3 -0.1174
N -2.323 0.555 0.542 1.0 0.8 -1.3 -0.1994
C -2.545 -0.942 0.693 0.8 0.9 1.9 -0.0741
C -1.233 -1.703 0.806 -0.7 0.4 -0.7 -0.1596
C -0.263 -1.132 1.827 0.8 -0.4 -1.3 -0.1714
C -0.040 0.370 1.559 0.6 0.1 -0.9 -0.1455
C -1.333 1.141 1.587 -1.3 0.1 0.2 -0.0850
C -3.599 1.274 0.687 -0.4 -1.6 1.6 -0.0010
H -1.024 0.353 -3.427 0.2 -0.2 0.1 0.0580
H -1.556 1.998 -3.356 -0.3 0.0 -0.1 0.0950
H -2.524 0.707 -4.163 -0.2 0.4 -0.2 0.0844
H -3.133 -0.308 -2.113 0.3 0.2 0.1 0.1221
H -3.470 1.434 -2.025 0.4 -0.7 0.3 0.1348
H -1.429 1.879 -0.871 0.3 0.4 0.4 0.1207
H -0.880 0.201 -1.006 -0.2 0.3 0.2 0.1127
H -3.186 -1.300 -0.071 -0.4 -0.1 -0.9 0.1087
H -3.093 -1.027 1.622 -0.2 -0.1 0.2 0.1158
H -0.731 -1.549 -0.131 0.3 -0.5 -0.7 0.0898
H -1.524 -2.760 0.899 0.5 0.5 0.2 0.0956
H 0.668 -1.694 1.629 -0.1 0.6 0.2 0.0780
H -0.521 -1.384 2.828 -0.5 0.2 1.0 0.0769
H 0.422 0.558 0.538 -0.4 -0.5 1.2 0.1161
H 0.662 0.823 2.255 0.0 0.0 0.1 0.0933
H -1.262 2.239 1.423 0.3 -0.8 -0.6 0.1258
H -1.874 1.111 2.552 0.3 -0.5 -0.3 0.1296
H -3.936 1.099 1.722 0.0 0.3 -0.4 0.1129
H -4.336 0.846 0.061 -0.6 -0.4 -0.7 0.0652
H -3.520 2.296 0.478 0.4 1.5 -0.2 0.0871
C -3.265 -1.980 4.658 -1.2 2.7 -0.1 -0.6259
F -2.715 -0.929 3.924 -0.5 -1.2 0.4 0.0692
F -3.151 -1.609 5.919 0.6 -0.7 0.1 0.1742
F -4.582 -2.007 4.411 0.4 -0.3 -0.5 0.1230
S -2.394 -3.462 4.138 1.8 -1.9 1.2 0.6009
O -2.363 -3.458 2.708 -0.5 0.1 -0.5 -0.2842
O -1.099 -3.268 4.778 -0.9 -0.2 -0.3 -0.2856
N -3.310 -4.621 4.721 0.1 1.8 -0.2 -0.2894
S -2.817 -6.072 5.035 1.3 0.1 0.6 0.5762
O -1.444 -6.314 4.656 -0.1 0.1 0.1 -0.2985
O -3.299 -6.487 6.312 0.0 -0.3 -0.5 -0.2379
C -3.712 -6.968 3.739 0.5 -1.2 -1.4 -0.7019
F -3.582 -6.391 2.544 0.1 1.3 -0.5 0.1131
F -3.227 -8.199 3.486 -0.2 -0.2 1.2 0.1325
F -4.989 -7.027 4.010 -1.2 -0.3 0.4 0.1579
C 1.918 3.348 -1.046 -0.7 0.3 0.2 -0.6026
F 3.127 2.778 -1.058 -0.4 0.3 -0.1 0.1167
F 1.792 4.105 -2.155 -0.1 -0.8 1.1 0.1435
F 0.978 2.368 -1.026 0.6 0.4 -0.6 0.0905
S 1.633 4.333 0.549 -0.4 -1.0 0.2 0.5853
O 1.655 3.368 1.641 0.6 0.2 -0.9 -0.3176
O 2.680 5.313 0.493 -0.2 0.4 0.1 -0.2851
N 0.120 4.767 0.456 0.8 0.5 0.1 -0.2968
S -0.490 6.083 -0.201 -0.9 -1.9 1.1 0.5534
O -0.231 7.300 0.473 0.4 1.1 1.1 -0.2667
O -0.472 6.066 -1.600 0.0 0.0 -2.0 -0.2298
C -2.232 5.637 0.324 -1.7 0.1 -1.0 -0.5972
F -2.671 4.404 -0.077 0.8 0.9 0.1 0.0929
F -2.443 5.683 1.641 0.3 0.0 0.0 0.1108
F -3.072 6.550 -0.245 0.8 -0.7 0.4 0.1119
C -11.051 1.208 1.025 1.2 1.3 0.0 -0.6408
F -11.079 1.606 2.284 -0.7 0.2 0.7 0.1323
F -12.201 0.629 0.703 0.4 0.7 -0.3 0.1572
F -10.759 2.350 0.286 -1.0 -2.0 0.5 0.0881
S -9.675 -0.014 0.920 -1.0 -2.7 -1.4 0.5345
O -10.183 -1.246 1.495 -0.6 0.2 0.0 -0.3292
O -9.418 -0.083 -0.498 0.6 0.6 0.2 -0.2973
N -8.544 0.350 1.899 2.7 2.9 -0.3 -0.2870
S -7.522 1.625 1.503 -2.4 -1.5 2.8 0.6136
O -6.463 1.261 0.661 1.8 -0.7 -1.7 -0.2774
O -8.190 2.856 1.335 -0.6 1.3 -0.5 -0.2491
C -6.758 1.770 3.189 1.4 -1.9 -1.9 -0.6570
F -5.879 2.792 3.231 -0.5 -0.6 0.2 0.1259
F -7.653 1.853 4.097 -0.7 0.6 1.5 0.2005
F -6.059 0.569 3.372 -0.2 1.4 0.2 0.0483
C 3.706 -3.551 -6.805 1.3 -0.1 1.9 -0.5835
F 3.630 -4.690 -5.942 0.0 2.4 -2.1 0.0607
F 4.808 -2.847 -6.456 -0.1 -0.9 -0.1 0.1042
F 3.823 -3.918 -8.069 -0.1 -0.5 0.4 0.1530
S 2.322 -2.362 -6.633 -0.2 -0.1 -1.0 0.5876
O 2.671 -1.241 -7.476 -0.2 -1.0 1.0 -0.2537
O 1.258 -3.239 -7.034 -1.0 0.0 -0.2 -0.3262
N 2.247 -1.971 -5.129 0.4 0.2 0.1 -0.2916
S 1.283 -2.487 -4.026 -2.5 0.8 1.4 0.6107
O -0.070 -1.896 -4.009 1.5 -0.8 -0.7 -0.3361
O 1.338 -3.895 -3.664 0.4 1.1 -0.3 -0.3029
C 2.030 -1.473 -2.623 1.3 -0.3 -1.1 -0.6569
F 2.244 -0.175 -2.890 -0.5 -0.7 -0.1 0.1340
F 1.290 -1.554 -1.527 -0.4 0.0 0.3 0.1156
F 3.236 -2.019 -2.370 0.1 0.1 0.4 0.0964
```
Positions in Å, forces in eV/Å.

For the energy above the lowest of the compared OMol25 structures with the same formula, charge and spin, the calculation gives 0.00 kcal per mole. For the HOMO-LUMO gap, the calculation gives 8.86 eV. Its HOMO energy is -0.43618 Eh. As for the multiplicity: 1. Its charge is +2.